# 1
Molecular formula: C12H18ClKO13
Method: DFT, the ωB97M-V functional and the def2-TZVPD basis

The geometry in ORCA input format:
```
! RIJCOSX wB97M-V def2-TZVPD def2/J DEFGRID3
* xyz 0 1
K 17.00609 7.97323 -0.98324
Cl 16.83315 10.25490 -3.81050
O 16.89451 10.24397 -5.22175
O 18.01074 9.57218 -3.23219
O 16.84996 11.57510 -3.26648
O 15.63944 9.61773 -3.29221
C 13.12405 2.32803 -1.86937
C 13.12465 3.45708 -2.89288
C 11.97549 4.46407 -2.71774
O 12.62270 5.54842 -2.06324
C 13.95799 5.43848 -2.17829
O 14.70974 6.33354 -1.94621
O 14.28914 4.23800 -2.67667
H 13.10817 2.66619 -0.83169
H 14.02432 1.73462 -2.03660
H 12.27076 1.65373 -1.97729
H 13.11424 2.97854 -3.87197
H 11.15167 4.05229 -2.14466
H 11.64625 4.78973 -3.70580
C 22.51225 3.95558 0.43111
C 21.91960 5.14223 1.18810
C 22.59680 6.43497 0.70393
O 21.45283 7.28582 0.46323
C 20.31842 6.59744 0.47692
O 19.26418 7.10702 0.24583
O 20.56694 5.28897 0.73201
H 22.14584 2.98889 0.77887
H 23.60184 3.92788 0.51391
H 22.28727 4.04256 -0.63131
H 22.00710 5.00149 2.26354
H 23.12906 6.32678 -0.23802
H 23.15495 6.98161 1.46039
C 16.08174 12.01287 4.55275
C 16.97747 12.33120 3.36917
C 18.48975 11.86034 3.49119
O 18.68210 11.03347 2.37812
C 17.59187 11.00660 1.59854
O 17.50147 10.45408 0.54754
O 16.56904 11.60138 2.20540
H 16.45915 12.60702 5.38888
H 16.18958 10.96127 4.80500
H 15.07465 12.35339 4.33120
H 16.94564 13.37296 3.04516
H 18.61054 11.30553 4.42405
H 19.10454 12.75483 3.58079
*
```

Calculated values
- Energy: -2506.1362 hartree


# 2
Molecular formula: C7H8
Method: DFT, the ωB97M-V functional and the def2-TZVPD basis

The geometry in ORCA input format:
```
! RIJCOSX wB97M-V def2-TZVPD def2/J DEFGRID3
* xyz 0 1
C 0.96477 0.20524 -1.14084
C 0.34173 0.08483 0.28055
C -0.76445 -0.97689 0.33628
C -1.90516 -0.46249 -0.44041
C -2.81048 0.02022 -1.07105
C 1.28419 0.28287 1.35533
C 1.99403 0.91119 2.10999
H 0.84384 -0.72350 -1.72226
H 0.45722 0.98996 -1.70039
H 2.03921 0.42781 -1.12567
H -0.17734 0.96078 0.75382
H -0.46586 -1.95226 -0.06603
H -1.05929 -1.11484 1.37936
H -3.62768 0.42933 -1.62549
H 2.88527 0.91773 2.67680
*
```

Calculated values
- Energy: -271.3539 hartree
- SMILES string: C#CC[C@H](C)C#C


Maximum force
In order: 2.99; 2.06
Unit: eV/A
HOMO level
In order: -8.0136; -9.6319
Unit: eV
Energy relative to the best compared isomer or geometry (same formula, charge and spin)
In order: 0.0; 466.1
Unit: kJ/mol